(a)
The following is a DFT calculation (ωB97M-V/def2-TZVPD) of 3 unconnected molecules or ions with the total composition C4H14NO3.

```
22
C4H14NO3 | the Open Molecules 2025 dataset | ωB97M-V/def2-TZVPD
C -1.66 -1.08 0.17
N -0.75 -0.93 1.35
C 0.61 -1.47 1.13
C 1.18 -0.98 -0.18
C 1.15 0.62 -0.31
O -0.07 1.16 -0.53
H -1.89 -2.06 -0.22
H -1.43 -0.29 -0.50
H -2.65 -0.70 0.49
H -0.53 0.08 1.50
H 0.61 -2.65 1.01
H 1.15 -1.35 2.11
H 2.18 -1.44 -0.32
H 0.52 -1.36 -1.02
H 1.66 0.99 0.54
H 1.89 0.84 -1.26
H -0.30 2.34 2.16
H -0.50 2.47 0.70
O -0.51 2.98 1.61
H -0.04 0.89 -2.04
H -0.58 1.28 -3.37
O -0.05 0.64 -3.02
```

## Properties
- orbital gap (Eh) = 0.2975
- total charge = -1
- M (g/mol) = 124.2

Mulliken population analysis, charges in e, atoms 1 to 4: -0.803, -0.429, -0.693, -0.341

=====

(b)
The following is a DFT calculation (ωB97M-V/def2-TZVPD) of a molecular structure, C4H14NO3.

```
22
C4H14NO3 | the Open Molecules 2025 dataset | ωB97M-V/def2-TZVPD
C 0.34 0.93 1.14
O -0.75 0.24 0.64
C 1.57 0.06 1.55
C 2.52 -0.30 0.39
C 2.29 -1.56 -0.43
N 0.95 -2.20 -0.43
H 0.67 1.72 0.44
H 0.00 1.54 2.00
H 2.10 0.60 2.35
H 1.19 -0.83 2.08
H 2.58 0.56 -0.29
H 3.52 -0.36 0.85
H 2.98 -2.40 -0.29
H 2.35 -1.40 -1.52
H 0.17 -1.53 -0.31
H 0.93 -2.75 0.42
H -3.31 -0.25 -2.08
H -3.15 1.14 -1.64
O -3.71 0.59 -2.25
H -1.45 1.10 -0.01
H -2.76 1.94 0.47
O -2.21 1.89 -0.33
```

## Properties
- orbital gap (Eh) = 0.2968
- total charge = -1
- M (g/mol) = 124.2

Mulliken population analysis, charges in e, atoms 1 to 4: -0.516, -0.811, -0.647, -0.405

=====

Compare the structures above. Which one is the most stable? (b) is.